Here is C17H21AlB2Br42F2NO6 as an isolated structure from the Open Molecules 2025 dataset. Energies are from wB97M-V/def2-TZVPD.

Output
HOMO: -5.04 eV
HOMO-LUMO gap: 5.822 eV

The geometry in ORCA input format:
```
! wB97M-V def2-TZVPD RIJCOSX def2/J DEFGRID3
* xyz -1 1
C 6.56665 -2.48609 3.75135
O 7.00158 -1.68319 2.67086
B 6.08682 -1.37492 1.68997
O 6.67994 -0.92861 0.48531
Al 3.92410 -1.39414 1.86596
B 3.41831 0.09814 3.32919
O 2.70354 -0.03257 4.50324
O 3.87404 1.41279 3.08424
N 3.35228 -3.20411 2.45232
C 2.05439 -3.21234 2.93352
O 1.03801 -2.85155 2.43884
F 2.02096 -3.65602 4.22480
C 3.54552 -4.15177 1.45639
O 3.05991 -4.24453 0.37772
F 4.47169 -5.06822 1.83543
H 6.18632 -3.45294 3.42082
H 7.40581 -2.66315 4.42458
H 5.76728 -2.00650 4.32490
H 6.63537 0.03588 0.46695
H 3.24049 -1.13006 0.47745
H 2.64023 -0.96441 4.73905
H 3.25525 1.86740 2.49906
C -0.95484 0.55857 6.41375
Br -2.87023 0.72535 6.59381
Br -0.46037 -1.13792 5.66630
Br -0.27601 2.04840 5.40489
H -0.53666 0.61390 7.40808
C -5.37971 4.25572 6.95435
Br -6.11146 2.47181 6.93890
Br -3.66094 4.33336 6.09922
Br -6.60401 5.52215 6.18038
H -5.23294 4.52697 7.98933
C -5.28399 2.78303 2.31343
Br -7.14871 2.85706 2.79272
Br -4.51303 4.54603 2.22991
Br -4.29991 1.63247 3.49600
H -5.22363 2.36253 1.32049
C 2.20393 2.00143 -1.59046
Br 1.96670 3.46171 -0.35003
Br 2.33451 2.63838 -3.41754
Br 3.65751 0.87007 -1.07902
H 1.30664 1.40045 -1.54309
C -8.58174 9.12971 4.52119
Br -7.54442 7.84779 3.53545
Br -10.39234 8.52881 4.77704
Br -7.73611 9.54831 6.19619
H -8.62438 10.03740 3.93751
C 0.92210 -1.20050 -4.64906
Br 1.29268 -2.02684 -2.95988
Br 2.11908 -1.82656 -6.02196
Br -0.91887 -1.43322 -5.17580
H 1.09020 -0.13793 -4.53913
C 1.70605 5.55555 4.55985
Br -0.20799 5.65691 4.77662
Br 2.29855 3.85784 3.87715
Br 2.35032 7.01691 3.48022
H 2.14127 5.67230 5.54147
C -5.59464 -1.83632 7.25437
Br -6.27958 -0.85012 8.76111
Br -4.72668 -3.45850 7.80660
Br -6.96772 -2.16614 5.94898
H -4.84359 -1.21905 6.78149
C 1.95797 -5.59160 -8.48013
Br 3.12666 -4.10206 -8.80399
Br 1.80470 -5.96989 -6.60787
Br 0.24145 -5.30894 -9.31270
H 2.40121 -6.45542 -8.95610
C 2.08256 -3.48735 -12.37530
Br 3.22109 -1.94062 -12.35373
Br 0.23663 -2.99655 -12.58323
Br 2.64083 -4.77725 -13.69088
H 2.18303 -3.96063 -11.40702
C 6.23331 -6.68044 -10.01666
Br 6.82268 -5.08415 -9.11880
Br 4.77294 -6.32229 -11.22137
Br 7.68527 -7.57137 -10.90910
H 5.86138 -7.35543 -9.25952
C 1.19842 1.16158 -11.52263
Br 2.10800 2.85040 -11.68112
Br 1.28925 0.46952 -9.73459
Br -0.61821 1.27387 -12.14852
H 1.71092 0.45903 -12.16377
C -7.51333 9.79402 10.57824
Br -9.42190 9.97432 10.73516
Br -7.02559 8.11096 9.79020
Br -6.74269 11.27000 9.61208
H -7.10443 9.81561 11.57755
C -1.82177 -8.37580 -5.13083
Br -0.66776 -9.85252 -4.68817
Br -1.77951 -7.01555 -3.77396
Br -1.39679 -7.64810 -6.85939
H -2.82981 -8.76024 -5.17671
*
```

Results of the Löwdin charge analysis, in e, for atoms 1 through 4: -0.114, -0.026, -0.603, 0.032